[1]
Here is a single C8H14O molecule from OMol25. Energies are from ωB97M-V with the def2-TZVPD basis set.

CARTESIAN COORDINATES (ANGSTROEM)
C (-0.11260, -0.85814, 0.65102)
C (-0.71315, -0.10722, -0.52084)
C (0.35215, -2.27808, 0.38477)
C (-1.58144, -0.55701, 0.61968)
C (0.75846, -0.11871, 1.64065)
C (0.84573, 1.49777, -1.64339)
C (-0.37072, 1.31491, -0.78270)
C (-1.06205, 2.33886, -0.30696)
O (1.59603, -2.31651, -0.27868)
H (1.52824, -1.77261, -1.07253)
H (-0.80351, -0.68522, -1.43776)
H (-0.40767, -2.81949, -0.19907)
H (0.50806, -2.81156, 1.32627)
H (-1.94646, 0.18510, 1.31151)
H (-2.27677, -1.36410, 0.44228)
H (0.61039, -0.52025, 2.64213)
H (0.51957, 0.94168, 1.64925)
H (1.80780, -0.24230, 1.37774)
H (1.05024, 2.55140, -1.81160)
H (0.70383, 1.01219, -2.60899)
H (1.71398, 1.04475, -1.16534)
H (-1.94159, 2.20813, 0.29901)
H (-0.77850, 3.35640, -0.51647)

Forces on atoms 1 to 3 (eV/Å):
C 0.261 -0.248 0.165
C -0.100 -0.020 -0.017
C -0.475 0.146 -0.010

Output
Calculated total energy ... -10569.34488 eV
Relative energy (zero: lowest compared OMol25 entry of this formula, charge and spin) ... 16.1 kcal per mole
LUMO ... 0.851 eV
SMILES string ... C=C(C)[C@@H]1C[C@@]1(C)CO
Highest occupied orbital energy ... -9.271 eV
Multiplicity ... 1

---

[2]
Here is a molecular structure, C27H21InN10O3Se from OMol25. Energies are from ωB97M-V with the def2-TZVPD basis set.

CARTESIAN COORDINATES (ANGSTROEM)
In (-0.17307, -0.30552, 0.66299)
Se (4.44699, -6.87320, -1.00272)
N (3.17118, -6.05651, -1.93001)
C (2.65030, -5.16318, -1.13141)
C (1.54574, -4.28196, -1.51690)
C (0.93024, -4.36700, -2.76392)
C (-0.12788, -3.53199, -3.04833)
C (-0.52407, -2.61754, -2.07813)
N (0.05742, -2.51220, -0.89024)
C (1.07437, -3.34173, -0.60038)
C (1.65746, -3.24809, 0.75611)
N (1.13538, -2.33376, 1.59418)
C (1.59974, -2.27751, 2.83607)
C (2.60644, -3.10766, 3.31782)
C (3.15900, -4.02706, 2.45770)
C (2.67961, -4.10833, 1.15080)
C (3.20854, -5.07916, 0.18927)
N (4.18252, -5.90578, 0.46270)
H (1.28775, -5.09991, -3.47648)
H (-0.64892, -3.58747, -3.99427)
H (-1.35995, -1.94859, -2.26192)
H (1.14581, -1.53627, 3.48477)
H (2.93752, -3.02471, 4.34352)
H (3.94994, -4.69761, 2.76924)
N (-2.45041, 1.98038, -1.25833)
C (-2.35139, 1.83009, -2.56166)
C (-3.43255, 2.18731, -3.42330)
C (-3.29586, 2.08789, -4.78624)
C (-2.10081, 1.63599, -5.34788)
C (-1.00459, 1.23517, -4.52895)
C (0.21088, 0.76733, -5.06096)
C (1.21458, 0.39785, -4.20176)
C (0.98051, 0.47485, -2.82172)
N (-0.15395, 0.90881, -2.29800)
C (-1.11426, 1.30204, -3.13774)
H (-3.29185, 2.33973, -0.81778)
H (-1.65648, 1.79680, -0.65051)
H (-4.35041, 2.55747, -2.98288)
H (-4.11554, 2.37922, -5.42801)
H (-1.99277, 1.59075, -6.42495)
H (0.34240, 0.70919, -6.13480)
H (2.16748, 0.04428, -4.57038)
H (1.74408, 0.15524, -2.11934)
N (-0.76327, 2.68062, 3.87236)
C (-1.49386, 2.63756, 2.75107)
O (-1.11982, 2.20040, 1.67776)
C (-2.89034, 3.16736, 2.81846)
C (-3.37390, 3.88674, 3.92039)
N (-3.77500, 4.47418, 4.83281)
C (-3.67568, 2.96287, 1.66199)
N (-4.22942, 2.75168, 0.67174)
H (-1.12349, 3.03396, 4.74383)
H (0.19854, 2.38108, 3.81569)
N (4.52050, 2.82183, 2.56938)
C (4.11804, 2.01616, 1.42315)
C (2.77441, 1.36264, 1.70272)
O (2.22240, 1.73760, 2.84916)
O (2.24708, 0.57496, 0.94721)
H (5.29168, 2.41032, 3.07747)
H (2.89773, 2.36398, 3.23128)
H (4.78391, 3.76342, 2.31554)
H (4.82702, 1.22853, 1.17034)
H (3.98684, 2.62967, 0.53155)

Forces on atoms 1 to 3 (eV/Å):
In -0.046 -0.703 0.081
Se 0.177 -0.194 -0.062
N 0.038 0.027 0.149

Output
Calculated total energy ... -119890.10661 eV
Relative energy (zero: lowest compared OMol25 entry of this formula, charge and spin) ... 93.6 kcal per mole
LUMO (alpha / beta) ... -7.902 / -7.916 eV
Highest occupied orbital energy (alpha / beta) ... -13.214 / -13.214 eV
Multiplicity ... 1
Net charge ... +2

---

[3]
Here is a molecular structure, C4H7O3Tb at a distorted geometry from OMol25. Energies are from ωB97M-V with the def2-TZVPD basis set.

CARTESIAN COORDINATES (ANGSTROEM)
H (3.06410, -0.74227, -0.96498)
O (0.04647, 0.54971, 0.37491)
C (1.41377, 0.25754, 0.37601)
O (2.06301, 1.34979, 0.64736)
Tb (1.00669, 2.94165, -0.45641)
O (1.84578, -0.99491, 0.73747)
C (2.00475, -0.73741, -0.68882)
H (1.33732, -1.35315, -1.30045)
C (-0.94431, -0.45047, 0.14151)
H (-0.83622, -0.93278, -0.84058)
H (-0.79091, -1.23715, 0.89281)
C (-2.29837, 0.20849, 0.25432)
H (-2.38278, 0.78927, 1.18210)
H (-2.45007, 0.91399, -0.57384)
H (-3.07921, -0.56230, 0.21860)

Forces on atoms 1 to 3 (eV/Å):
H -0.430 0.377 -0.068
O -0.226 1.080 -0.214
C 1.266 -2.933 -3.128

Output
Calculated total energy ... -32829.40140 eV
Relative energy (zero: lowest compared OMol25 entry of this formula, charge and spin) ... 0.9 kcal per mole
LUMO (alpha / beta) ... -4.086 / -5.590 eV
Highest occupied orbital energy (alpha / beta) ... -12.501 / -12.515 eV
Multiplicity ... 8
Net charge ... +1